1.
{"formula": "C5H15InN", "method": "ωB97M-V/def2-TZVPD", "homo_lumo_gap_ev": 7.46, "total_charge": -1, "e_lumo_ev": 3.38, "symbols": ["N", "C", "C", "C", "C", "C", "In", "H", "H", "H", "H", "H", "H", "H", "H", "H", "H", "H", "H", "H", "H", "H"], "xyz": [[3.304, 0.031, -0.501], [1.854, -0.213, -0.292], [1.138, 0.999, 0.326], [0.197, 0.685, 1.496], [-1.228, 0.334, 1.094], [-1.377, -0.877, 0.150], [-2.743, -0.490, -1.610], [3.819, -0.467, 0.220], [3.579, -0.417, -1.371], [1.383, -0.458, -1.239], [1.692, -1.064, 0.369], [0.603, 1.562, -0.437], [1.925, 1.663, 0.687], [0.158, 1.575, 2.133], [0.638, -0.103, 2.111], [-1.713, 1.207, 0.657], [-1.784, 0.115, 2.010], [-1.791, -1.724, 0.695], [-0.430, -1.201, -0.267], [-1.891, -0.928, -3.141], [-4.225, -1.497, -1.545], [-3.107, 1.271, -1.547]]}

---

2.
{"formula": "C5H15N2", "method": "ωB97M-V/def2-TZVPD", "homo_lumo_gap_ev": [10.11, 8.82], "s2": 0.754, "multiplicity": 2, "e_lumo_ev": [1.05, -0.21], "symbols": ["N", "C", "C", "C", "N", "C", "C", "H", "H", "H", "H", "H", "H", "H", "H", "H", "H", "H", "H", "H", "H", "H"], "xyz": [[-1.278, -0.785, 1.781], [-1.487, -0.343, 0.412], [-2.975, 0.021, 0.191], [-0.606, 0.875, 0.160], [0.760, 0.633, 0.448], [1.535, 1.830, 0.609], [2.721, -1.727, -1.940], [2.766, -0.665, -1.686], [-0.302, -0.740, 2.028], [-1.652, -1.704, 1.943], [-1.217, -1.116, -0.315], [-3.085, 0.958, -0.366], [-3.446, 0.214, 1.149], [-3.425, -0.674, -0.520], [-1.034, 1.652, 0.829], [-0.743, 1.197, -0.885], [1.687, 2.327, -0.352], [2.498, 1.580, 1.058], [1.069, 2.527, 1.322], [3.212, -2.216, -1.102], [1.670, -1.980, -1.939], [3.332, -1.864, -2.824]]}

---

What are the energy relative to the best compared isomer or geometry (same formula, charge and spin) values for these records? In order: 6.2 8.4 kcal per mole.
What are the strongest force on any atom values for these records? In order: 0.6 1.5 eV/A.
What are the total energy values for these records? In order: -444.32083 -308.92783 a.u..